(1)
Here is C36H55Ge2N2O5S2Si3Ti as an isolated structure from the OMol25 dataset. Energies are from wB97M-V/def2-TZVPD.

XYZ file:
```
106
Properties=species:S:1:pos:R:3:mulliken_spin:R:1
Ti -0.69055 0.17844 0.57556 0.956
S -0.75682 2.25423 1.96270 0.006
C -1.85544 3.36703 1.15750 0.001
N -2.19040 4.56626 1.86009 -0.002
C -2.86678 5.55791 1.05857 0.000
C -4.00047 4.87902 0.30451 0.000
N -3.50772 3.83662 -0.57223 0.000
C -3.40835 4.20632 -1.98205 -0.002
C -2.39809 5.29410 -2.26134 0.002
C -1.03836 5.00378 -2.14398 -0.006
C -0.08866 6.00124 -2.28949 0.000
C -0.48161 7.30753 -2.56003 0.000
C -1.82986 7.60356 -2.69688 0.000
C -2.78004 6.59910 -2.54855 0.001
C -2.44684 3.05712 -0.02068 -0.001
S -2.06736 1.57089 -0.89800 -0.018
C -1.26267 5.13889 2.81268 0.002
C -0.21094 6.04226 2.19603 -0.001
C -0.08344 7.36995 2.58393 0.000
C 0.86172 8.20165 1.99437 0.000
C 1.69010 7.70885 0.99804 0.000
C 1.56930 6.38098 0.60250 0.000
C 0.62938 5.55416 1.19572 -0.006
H -2.19466 6.03954 0.33187 0.001
H -3.24962 6.33963 1.72562 0.000
H -4.54064 5.61610 -0.29442 0.000
H -4.69936 4.44822 1.02918 0.000
H -4.40205 4.53175 -2.30573 0.000
H -3.14913 3.30493 -2.53883 0.002
H -0.73978 3.98637 -1.92663 0.004
H 0.96061 5.75743 -2.17813 0.000
H 0.26021 8.09050 -2.66157 0.000
H -2.14375 8.61874 -2.91078 0.000
H -3.83558 6.83559 -2.64146 0.000
H -0.77805 4.32467 3.35011 0.001
H -1.84370 5.72438 3.53515 0.000
H -0.74131 7.76163 3.35326 0.000
H 0.94505 9.23568 2.30852 0.000
H 2.42454 8.35388 0.53047 0.000
H 2.21252 5.98587 -0.17521 0.000
H 0.54093 4.51805 0.89557 0.005
O 0.74105 -2.54950 5.86517 0.001
C 0.47180 -2.08546 4.78487 0.001
C -0.92915 -1.94849 4.18910 -0.003
O -1.95795 -2.33469 4.70682 0.011
C -0.71658 -1.30930 2.89284 0.000
C 0.64210 -1.08632 2.64996 0.021
O 1.00221 -0.56297 1.52758 -0.016
C 1.46768 -1.52817 3.77028 0.003
O 2.67630 -1.49935 3.89655 -0.006
O -1.57628 -0.98615 1.97975 0.030
C 1.47533 2.93746 -1.02919 0.013
Si 2.59950 1.45433 -0.79231 0.003
C 4.08094 1.84684 -1.91163 0.004
C 3.23105 1.48107 0.96983 0.007
Ge 1.60661 -0.59447 -1.63597 0.011
Si 1.58490 -0.23588 -4.00485 0.001
C 0.58216 1.32093 -4.35663 -0.002
C 3.22244 -0.05996 -4.93811 0.000
C 0.71659 -1.68410 -4.84074 -0.001
Si 3.13188 -2.37126 -1.11630 -0.001
C 2.56333 -4.02305 -1.82686 0.000
C 4.79436 -2.03694 -1.95426 0.000
C 3.49094 -2.62819 0.70898 0.001
H 2.02716 3.84812 -0.77010 0.001
H 0.58177 2.87465 -0.40575 -0.005
H 1.15697 3.01454 -2.07159 0.001
H 4.60763 2.71377 -1.50068 0.000
H 3.74396 2.10954 -2.91600 -0.001
H 4.79447 1.02941 -2.00107 0.000
H 3.90568 2.33643 1.08707 0.000
H 3.76390 0.57286 1.25118 0.000
H 2.39882 1.59634 1.66413 0.002
H 1.20756 2.21030 -4.24685 0.000
H -0.25567 1.42231 -3.66088 0.002
H 0.18517 1.31494 -5.37625 0.000
H 3.77641 0.83494 -4.65617 0.000
H 3.00972 -0.00467 -6.01082 0.000
H 3.87275 -0.91957 -4.77225 0.000
H -0.22932 -1.91036 -4.35086 0.000
H 1.33540 -2.58410 -4.79798 0.000
H 0.51624 -1.45662 -5.89235 0.000
H 2.48106 -3.98730 -2.91602 0.000
H 1.59635 -4.32076 -1.42322 0.000
H 3.29194 -4.79675 -1.56337 0.000
H 4.69465 -2.01230 -3.04026 0.000
H 5.49226 -2.83925 -1.69520 0.000
H 5.23845 -1.09511 -1.63502 0.000
H 2.79709 -3.34886 1.14482 0.000
H 3.40134 -1.71629 1.29815 0.000
H 4.50144 -3.02786 0.83859 0.000
C -1.11512 -3.82636 -2.61871 -0.001
Ge -1.10268 -2.65006 -1.02362 -0.013
C -3.02283 -2.43404 -0.64957 0.017
C -0.27931 -3.66183 0.44556 0.006
C -0.31630 -0.90152 -1.27323 -0.034
H -1.65574 -4.74289 -2.36695 0.000
H -0.12094 -4.09264 -2.97617 0.000
H -1.65350 -3.33262 -3.42982 0.000
H -3.37315 -3.24574 -0.00875 0.001
H -3.59326 -2.45263 -1.58086 -0.001
H -3.21484 -1.48966 -0.14147 -0.004
H -0.92757 -3.61231 1.32110 0.000
H 0.68218 -3.22954 0.71746 0.000
H -0.13429 -4.71009 0.17672 0.000
H -0.85492 -0.44716 -2.11216 0.006
```

- Net charge: -2
- Multiplicity: 2
- Total energy: -8558.9241 Eh
- Orbital gap (spin up / spin down): 0.2041 / 0.2044 Ha
- Energy relative to the best compared isomer or geometry (same formula, charge and spin): 0.000 eV

***

(2)
Here is C27H41N7Pm as an isolated structure from the OMol25 dataset. Energies are from wB97M-V/def2-TZVPD.

XYZ file:
```
76
Properties=species:S:1:pos:R:3:mulliken_spin:R:1
Pm 0.32848 1.07964 -0.20388 4.015
N 0.66990 0.21430 2.36259 -0.005
C 1.81067 -0.74447 2.63971 0.001
C 1.80940 -1.77169 1.50073 0.002
N 2.03947 -1.11295 0.17847 -0.008
C 1.62258 -2.07566 -0.92385 0.001
C 1.37416 -1.34790 -2.27311 0.001
N 0.32938 -0.33040 -2.20676 -0.001
C 3.50013 -0.76958 0.01171 -0.002
C 3.70264 0.59501 -0.57565 0.005
N 2.88172 1.62490 0.09580 -0.007
H -0.24226 -0.11341 2.69380 0.001
H 0.81303 1.09814 2.85390 0.000
H 2.71930 -0.13176 2.66754 0.000
H 1.67855 -1.20985 3.63981 0.000
H 2.46542 -2.57850 1.77547 0.000
H 0.78484 -2.17220 1.42804 0.000
H 2.36374 -2.86874 -1.03322 0.000
H 0.69950 -2.52882 -0.61101 0.001
H 2.32872 -0.85173 -2.57952 -0.002
H 1.07349 -2.08030 -3.02159 0.000
H 0.06622 0.07088 -3.12775 0.001
H -0.54547 -0.75258 -1.82897 0.000
H 3.99125 -0.87960 0.99227 0.000
H 3.94935 -1.57518 -0.64648 0.000
H 4.76840 0.81846 -0.47944 0.000
H 3.35327 0.49651 -1.59504 0.000
H 3.12220 1.79715 1.07444 0.001
H 2.89909 2.51060 -0.42434 0.000
C -0.27258 5.55069 -3.13267 0.000
C 0.47412 4.23738 -2.78430 -0.002
C 1.99486 4.38767 -3.08642 0.000
C 0.05379 3.77670 -1.41187 -0.002
C 0.78827 4.00943 -0.26734 0.000
C 0.28558 3.75821 1.03608 0.002
C -1.01647 3.23600 1.20176 -0.010
C -1.68072 3.06733 2.56074 0.001
C -1.79287 3.01950 0.01134 -0.001
C -1.22256 3.20494 -1.25350 0.004
H -0.33274 5.65943 -4.19380 0.000
H 0.28776 6.40809 -2.67310 0.000
H -1.28019 5.47905 -2.70676 0.000
H 0.02999 3.50495 -3.46083 0.000
H 2.47106 5.27431 -2.72247 0.000
H 2.05285 4.32841 -4.15525 0.000
H 2.54639 3.51818 -2.66221 0.000
H 1.81722 4.30262 -0.34538 0.002
H 0.95021 3.82024 1.92955 0.001
H -2.38969 2.26294 2.59154 0.000
H -2.19082 4.02825 2.81979 0.000
H -0.98843 2.82749 3.37605 0.000
H -2.82870 2.67257 0.18021 0.001
H -1.75737 2.86887 -2.13370 0.001
C -4.27210 -0.81321 -0.85031 -0.001
C -3.01641 -0.25071 -0.90548 0.003
N -1.99217 -0.73591 -0.20530 0.000
C -2.19455 -1.82988 0.60999 0.001
C -3.44435 -2.43046 0.71730 0.000
C -4.50695 -1.88922 -0.03275 0.000
C -3.68304 -3.36866 1.81532 0.000
C -2.74939 -4.22806 2.38427 0.000
C -1.59819 -4.86339 1.77815 0.001
C -0.81643 -5.80016 2.46178 0.000
C 0.21029 -6.40541 1.79986 0.000
N 0.34533 -6.24517 0.48825 0.000
C -0.44540 -5.38586 -0.11442 0.000
N -1.42557 -4.68210 0.44850 0.000
H -5.06541 -0.50273 -1.52156 0.000
H -2.84792 0.67606 -1.45519 -0.002
H -1.38922 -2.33294 1.11729 0.001
H -5.48718 -2.38201 -0.03946 0.000
H -4.69264 -3.37180 2.30880 0.000
H -2.92396 -4.42832 3.47636 0.000
H -0.90886 -5.92611 3.53692 0.000
H 0.93544 -7.07302 2.29583 0.000
H -0.38743 -5.34446 -1.21528 0.000
```

- Net charge: +3
- Multiplicity: 5
- Total energy: -2044.2323 Eh
- Orbital gap (spin up / spin down): 0.2147 / 0.2226 Ha
- Energy relative to the best compared isomer or geometry (same formula, charge and spin): 1.000 eV